# B2CuH22O7

A molecular structure, B2CuH22O7 (wB97M-V/def2-TZVPD, the Open Molecules 2025 dataset).

```
! wB97M-V def2-TZVPD RIJCOSX def2/J DEFGRID3
* xyz 0 2
Cu -2.23941 -2.56239 -0.13146
B 0.20323 0.66400 0.18688
H -0.44276 0.89623 -0.64558
H -0.35430 0.67952 1.11055
H 0.44916 -0.38004 0.06965
H 1.08855 1.28044 0.20807
B -1.44440 -3.30338 -3.99284
H -1.26352 -3.44896 -5.04656
H -1.91041 -4.23878 -3.72434
H -0.50995 -3.13291 -3.48098
H -2.08494 -2.48452 -3.70400
O -2.23057 -3.00289 4.03937
H -1.37409 -3.12277 4.44961
H -2.74377 -2.52463 4.69062
O 5.06629 1.70093 4.42229
H 5.30428 2.05258 5.28015
H 4.45416 2.34226 4.06144
O 0.38273 -6.22481 0.16624
H 1.32492 -6.16324 0.32351
H 0.16170 -7.13027 0.38423
O -1.73359 6.18223 1.10564
H -0.91289 6.60668 1.35568
H -1.50178 5.26071 0.99034
O -5.10205 0.13154 0.60583
H -5.77973 0.62148 0.14006
H -5.21786 0.37551 1.52415
O 5.93113 1.34641 -1.53275
H 5.67974 2.26959 -1.56067
H 5.65670 1.04909 -0.66527
O 0.44298 4.57369 -3.88453
H 0.37422 5.51447 -3.72189
H 0.32610 4.17212 -3.02354
*
```

Its expectation value of S² is 0.75. The calculation puts the HOMO-LUMO gap (alpha / beta) at 0.169 / 0.105 Eh. For the total energy, the calculation gives -2229.53646 Ha. As for the relative energy (zero: lowest compared OMol25 entry of this formula, charge and spin): 759.5 kJ/mol.

***

# B3F12Sn

A molecular structure, B3F12Sn (wB97M-V/def2-TZVPD, the Open Molecules 2025 dataset).

```
! wB97M-V def2-TZVPD RIJCOSX def2/J DEFGRID3
* xyz 0 2
Sn 0.17982 -0.75410 2.20032
B 1.05551 2.37223 0.57055
F -0.19502 1.81602 0.71935
F 1.35024 2.44893 -0.74876
F 1.10603 3.57777 1.12494
F 1.94330 1.56071 1.26505
B -2.59530 -0.38714 0.00180
F -2.64510 -0.68674 1.32894
F -2.78206 0.98556 -0.24580
F -1.33930 -0.65563 -0.39212
F -3.43496 -1.09712 -0.73961
B 1.47591 -1.84846 -1.00015
F 1.22406 -0.52261 -0.80257
F 2.66995 -1.89889 -1.74379
F 1.58397 -2.48969 0.19809
F 0.40294 -2.42083 -1.73624
*
```

Its expectation value of S² is 0.75. The calculation puts the HOMO-LUMO gap (alpha / beta) at 0.257 / 0.122 Eh. For the total energy, the calculation gives -1487.60093 Ha. As for the relative energy (zero: lowest compared OMol25 entry of this formula, charge and spin): 0.0 kJ/mol.